1 | An isolated ion of composition C2H7N2 and charge +1. Source: the Open Molecules 2025 dataset; level of theory: ωB97M-V with the def2-TZVPD basis set.

The geometry in XYZ format:
```
11
Properties=species:S:1:pos:R:3:nbo_charge:R:1
N -0.62 -0.53 0.27 0.1070
N 1.73 0.06 -0.60 -0.5411
C -1.75 0.23 -0.25 -0.5334
C 0.54 0.10 0.68 -0.2097
H 0.37 1.18 0.83 0.2153
H 1.42 -0.81 -0.96 0.3651
H -2.13 -0.30 -1.12 0.2984
H 1.13 -0.34 1.51 0.3242
H -2.56 0.32 0.51 0.3406
H -1.46 1.26 -0.58 0.2427
H 2.69 0.00 -0.47 0.3908
```

## Properties
HOMO level	-16.113	eV
orbital gap	0.2546	Eh
net charge	+1

2 | A 2-piece molecular cluster, C2H7N2 overall. Source: the Open Molecules 2025 dataset; level of theory: ωB97M-V with the def2-TZVPD basis set.

The geometry in XYZ format:
```
11
Properties=species:S:1:pos:R:3:nbo_charge:R:1
N 1.32 0.90 -0.37 -0.5686
N -2.10 -1.78 0.95 -0.5307
C 2.26 1.75 -0.48 0.1743
C -1.60 -1.05 0.05 -0.0636
H 0.34 1.17 -0.43 0.4508
H 1.51 -0.08 -0.20 0.4521
H -0.60 -0.64 0.22 0.0838
H 3.28 1.40 -0.42 0.2434
H 2.02 2.79 -0.64 0.2437
H -3.01 -2.13 0.65 0.3524
H -2.08 -0.80 -0.90 0.1624
```

## Properties
HOMO level	-13.652	eV
orbital gap	0.2776	Eh
net charge	+1

Which of them is most stable, and which least? Most stable: 2; least stable: 1.

1 | An isolated ion of composition C2H7N2 and charge +1. Source: the Open Molecules 2025 dataset; level of theory: ωB97M-V with the def2-TZVPD basis set.

The geometry in XYZ format:
```
11
Properties=species:S:1:pos:R:3:nbo_charge:R:1
N 0.86 -1.38 -0.81 -0.7100
N -0.14 0.59 -0.13 -0.4915
C 0.14 -0.66 0.04 0.4045
C -0.84 1.34 0.91 -0.4362
H 1.08 -2.33 -0.55 0.4333
H -1.01 2.38 0.63 0.2516
H -0.27 1.40 1.81 0.2310
H -0.28 -1.21 0.85 0.2285
H 1.47 -1.00 -1.51 0.4274
H -1.81 0.89 1.10 0.2316
H 0.14 1.03 -1.00 0.4297
```

## Properties
HOMO level	-15.707	eV
orbital gap	0.4323	Eh
net charge	+1
SMILES	CNC=[NH2+]

2 | C2H7N2 as an isolated structure. Source: the Open Molecules 2025 dataset; level of theory: ωB97M-V with the def2-TZVPD basis set.

The geometry in XYZ format:
```
11
Properties=species:S:1:pos:R:3:nbo_charge:R:1
N -0.51 -0.17 0.05 -0.5122
N 0.83 0.36 -1.77 -0.7036
C -0.70 -0.39 1.45 -0.4097
C 0.63 0.14 -0.49 0.4028
H 0.10 -0.96 1.90 0.2346
H 0.08 0.32 -2.45 0.4272
H 1.75 0.63 -2.10 0.4432
H -1.68 -0.80 1.67 0.2504
H -1.34 -0.21 -0.53 0.4270
H -0.65 0.86 2.10 0.2078
H 1.49 0.21 0.17 0.2324
```

## Properties
HOMO level	-15.135	eV
orbital gap	0.4107	Eh
net charge	+1

3 | C2H7N2 as an isolated structure. Source: the Open Molecules 2025 dataset; level of theory: ωB97M-V with the def2-TZVPD basis set.

The geometry in XYZ format:
```
11
Properties=species:S:1:pos:R:3:nbo_charge:R:1
N 1.65 0.00 -0.10 -0.7843
N -0.97 -0.67 -0.15 -0.7018
C -0.80 0.83 -0.14 -0.2653
C 0.44 0.22 0.46 0.2139
H -1.43 1.42 0.58 0.2614
H 2.25 -0.84 0.16 0.4345
H -1.18 -1.09 -1.06 0.4270
H -1.42 -1.35 0.49 0.4397
H -1.02 1.18 -1.17 0.2738
H 2.02 0.46 -0.91 0.4238
H 0.47 -0.16 1.83 0.2774
```

## Properties
HOMO level	-15.010	eV
orbital gap	0.4215	Eh
net charge	+1

Which of them is most stable, and which least? Most stable: 1; least stable: 3.

1 | H10NaO5 as an isolated structure. Source: the Open Molecules 2025 dataset; level of theory: ωB97M-V with the def2-TZVPD basis set.

The geometry in XYZ format:
```
16
Properties=species:S:1:pos:R:3:nbo_charge:R:1
Na -25.70 -10.17 29.43 0.9560
O -26.61 -8.63 27.50 -0.9788
O -26.95 -12.13 28.34 -0.9713
O -23.71 -9.35 28.36 -0.9800
O -27.01 -10.10 31.41 -0.9821
O -23.86 -10.88 31.00 -0.9786
H -27.67 -12.71 28.61 0.4966
H -23.46 -11.70 31.30 0.4943
H -26.77 -8.70 26.55 0.4936
H -26.72 -7.69 27.70 0.4926
H -26.98 -10.92 31.92 0.4933
H -23.13 -10.26 30.86 0.4930
H -23.73 -8.66 27.69 0.4968
H -27.27 -11.68 27.54 0.4836
H -23.15 -10.05 28.00 0.4926
H -27.62 -9.52 31.89 0.4986
```

## Properties
HOMO level	-15.448	eV
orbital gap	0.4500	Eh
net charge	+1

2 | H10NaO5 as an isolated structure. Source: the Open Molecules 2025 dataset; level of theory: ωB97M-V with the def2-TZVPD basis set.

The geometry in XYZ format:
```
16
Properties=species:S:1:pos:R:3:nbo_charge:R:1
Na 21.00 15.00 -8.72 0.9953
O 20.69 13.55 -12.07 -0.9613
O 18.74 12.59 -6.99 -0.9599
O 24.64 15.51 -8.17 -0.9607
O 19.34 18.20 -9.52 -0.9624
O 21.49 16.00 -5.23 -0.9616
H 21.07 14.04 -12.80 0.4814
H 18.07 12.62 -6.30 0.4843
H 24.63 16.17 -7.47 0.4754
H 20.83 16.64 -4.97 0.4791
H 18.57 18.29 -10.08 0.4830
H 19.89 18.95 -9.75 0.4804
H 22.19 16.10 -4.59 0.4832
H 20.99 12.65 -12.20 0.4812
H 25.54 15.21 -8.20 0.4860
H 18.38 11.98 -7.63 0.4766
```

## Properties
HOMO level	-14.736	eV
orbital gap	0.3965	Eh
net charge	+1

Which of them is most stable, and which least? Most stable: 1; least stable: 2.

1 | A 2-piece molecular cluster, CH4NO2 overall. Source: the Open Molecules 2025 dataset; level of theory: ωB97M-V with the def2-TZVPD basis set.

The geometry in XYZ format:
```
8
Properties=species:S:1:pos:R:3:nbo_charge:R:1
O 2.46 -0.36 -0.25 -0.9755
O -1.09 -0.07 1.74 -0.7680
N -1.52 0.48 -0.47 -1.0035
C -1.27 -0.47 0.59 0.1172
H 1.57 -0.64 -0.47 0.4898
H -1.30 0.05 -1.36 0.3531
H -1.47 1.50 -0.46 0.3157
H 2.62 -0.50 0.69 0.4712
```

## Properties
HOMO level	-1.430	eV
orbital gap	0.2184	Eh
net charge	-1

2 | A 2-piece molecular cluster, CH4NO2 overall. Source: the Open Molecules 2025 dataset; level of theory: ωB97M-V with the def2-TZVPD basis set.

The geometry in XYZ format:
```
8
Properties=species:S:1:pos:R:3:nbo_charge:R:1
O 0.71 -0.79 -0.69 -0.7300
O -0.22 -0.49 2.04 -0.9409
N 0.00 1.38 -0.91 -1.0754
C -0.33 -0.22 -1.07 0.1711
H 0.14 1.74 0.01 0.3422
H -0.58 2.09 -1.57 0.3110
H -0.62 -0.80 1.15 0.4875
H -0.83 -1.10 2.43 0.4345
```

## Properties
HOMO level	-2.025	eV
orbital gap	0.2310	Eh
net charge	-1

Which of them is most stable, and which least? Most stable: 1; least stable: 2.

1 | A 2-piece molecular cluster, CH4NO2 overall. Source: the Open Molecules 2025 dataset; level of theory: ωB97M-V with the def2-TZVPD basis set.

The geometry in XYZ format:
```
8
Properties=species:S:1:pos:R:3:nbo_charge:R:1
O -0.61 0.40 -0.59 -0.8035
O 2.50 0.76 -0.57 -0.9883
N -1.67 -0.97 0.81 -0.9739
C -0.50 -0.23 0.46 0.1164
H -2.57 -0.82 0.37 0.3266
H 1.70 1.24 -0.87 0.4863
H 2.09 0.32 0.19 0.4850
H -1.66 -1.60 1.59 0.3514
```

## Properties
HOMO level	-1.782	eV
orbital gap	0.2517	Eh
net charge	-1

2 | A 2-piece molecular cluster, CH4NO2 overall. Source: the Open Molecules 2025 dataset; level of theory: ωB97M-V with the def2-TZVPD basis set.

The geometry in XYZ format:
```
8
Properties=species:S:1:pos:R:3:nbo_charge:R:1
O -0.38 1.26 0.58 -0.7058
O 2.03 -1.09 2.08 -0.9764
N -1.41 0.36 -1.55 -1.0504
C -0.80 0.44 -0.22 0.1224
H 1.34 -0.44 1.92 0.4991
H 2.01 -1.66 1.32 0.4645
H -0.72 0.05 -2.22 0.3661
H -2.06 1.07 -1.92 0.2806
```

## Properties
HOMO level	-0.812	eV
orbital gap	0.2028	Eh
net charge	-1

Which of them is most stable, and which least? Most stable: 1; least stable: 2.

1 | A 8-piece molecular cluster, H16O8 overall. Source: the Open Molecules 2025 dataset; level of theory: ωB97M-V with the def2-TZVPD basis set.

The geometry in XYZ format:
```
24
Properties=species:S:1:pos:R:3:nbo_charge:R:1
O -0.03 -2.91 1.76 -0.9859
O -0.12 0.30 0.56 -0.9931
O -1.94 -2.93 0.02 -1.1752
O -0.88 3.06 -0.41 -1.0032
O 1.82 -0.89 2.05 -0.9949
O -1.42 1.40 -2.59 -1.3010
O 2.89 -0.87 -0.86 -0.9545
O 1.70 3.19 1.17 -0.9526
H -0.71 -2.89 1.10 0.4920
H 2.16 -0.40 -0.46 0.4827
H 1.37 4.06 1.40 0.4570
H 0.54 -3.64 1.49 0.4632
H 1.30 -0.26 1.55 0.4826
H -1.74 1.87 -3.36 0.4290
H 2.90 -0.55 -1.77 0.4523
H -1.81 3.29 -0.42 0.4705
H 0.97 2.76 0.72 0.4900
H -2.43 -3.60 0.48 0.4588
H -0.49 0.88 -0.11 0.4917
H 1.31 -1.70 2.01 0.4799
H -2.00 0.65 -2.51 0.3405
H -2.15 -3.08 -0.91 0.3962
H -0.69 2.79 -1.31 0.4953
H -0.53 -0.55 0.39 0.4787
```

## Properties
spin multiplicity	2
HOMO level (alpha / beta)	-0.026 / -6.990	eV
orbital gap (alpha / beta)	0.1051 / 0.3738	Eh
net charge	-1

2 | A 8-piece molecular cluster, H16O8 overall. Source: the Open Molecules 2025 dataset; level of theory: ωB97M-V with the def2-TZVPD basis set.

The geometry in XYZ format:
```
24
Properties=species:S:1:pos:R:3:nbo_charge:R:1
O 0.06 0.14 -0.54 -1.0160
O 0.02 2.20 -2.69 -0.9692
O 3.35 1.11 2.05 -0.9746
O 1.42 -0.75 1.91 -0.9680
O -0.86 -2.68 -1.03 -0.9857
O 2.16 -0.38 -2.45 -0.9658
O -2.42 1.30 2.31 -1.1350
O -2.79 -1.07 -0.29 -1.1929
H -3.63 -1.49 -0.11 0.4381
H -0.20 2.49 -1.81 0.4549
H 2.75 0.27 -2.06 0.4513
H 0.99 -0.40 2.70 0.4838
H -2.97 -0.13 -0.23 0.3245
H 1.36 -0.32 -1.93 0.5050
H 1.74 -1.61 2.18 0.4845
H -0.84 0.29 -0.26 0.4641
H -3.29 1.00 2.05 0.3800
H -1.38 -1.95 -0.71 0.4992
H 2.71 0.40 2.04 0.4813
H 3.95 0.91 1.34 0.4556
H 0.55 0.04 0.27 0.4838
H -1.28 -2.94 -1.85 0.4489
H 0.78 1.63 -2.58 0.4716
H -2.19 1.97 1.67 0.3806
```

## Properties
spin multiplicity	2
HOMO level (alpha / beta)	-0.023 / -7.311	eV
orbital gap (alpha / beta)	0.1028 / 0.3665	Eh
net charge	-1

Which of them is most stable, and which least? Most stable: 1; least stable: 2.

1 | One molecule with the formula CH4ClN2P. Source: the Open Molecules 2025 dataset; level of theory: ωB97M-V with the def2-TZVPD basis set.

The geometry in XYZ format:
```
9
Properties=species:S:1:pos:R:3:nbo_charge:R:1
Cl 1.14 0.51 2.61 -0.2845
P 0.26 -0.54 1.11 1.4900
N -0.73 -1.69 1.51 -0.7798
N 0.08 0.67 0.11 -0.5842
C -0.38 0.63 -1.25 -0.4813
H 0.01 1.53 -1.69 0.2286
H -0.11 -0.32 -1.76 0.2098
H -1.49 0.56 -1.34 0.2604
H 1.23 -1.35 0.70 -0.0589
```

## Properties
HOMO level (alpha / beta)	-9.445 / -9.845	eV
orbital gap (alpha / beta)	0.2996 / 0.2553	Eh
net charge	0

2 | A 2-piece molecular cluster, CH4ClN2P overall. Source: the Open Molecules 2025 dataset; level of theory: ωB97M-V with the def2-TZVPD basis set.

The geometry in XYZ format:
```
9
Properties=species:S:1:pos:R:3:nbo_charge:R:1
Cl -3.34 0.89 -0.53 -0.2695
P -2.67 -0.66 0.49 0.3799
N -0.28 2.58 1.18 -0.0284
N 0.26 1.92 0.45 0.0674
C 0.79 1.21 -0.45 -0.4786
H 1.60 1.60 -0.89 0.2157
H -1.31 -0.29 0.50 -0.0579
H 0.56 0.13 -0.49 0.2236
H -2.42 -1.57 -0.45 -0.0524
```

## Properties
HOMO level	-8.768	eV
orbital gap	0.3537	Eh
net charge	0

Which of them is most stable, and which least? Most stable: 2; least stable: 1.

1 | A 2-piece molecular cluster, C2H2N3P overall. Source: the Open Molecules 2025 dataset; level of theory: ωB97M-V with the def2-TZVPD basis set.

The geometry in XYZ format:
```
8
Properties=species:S:1:pos:R:3:nbo_charge:R:1
P 0.34 0.16 0.38 0.7887
N -0.18 -3.19 -1.48 -0.4462
N 1.14 -0.97 1.13 -0.7416
N 3.53 -1.49 0.87 -0.2834
C 2.37 -1.33 0.97 0.3756
C 0.39 -2.87 -0.54 0.3334
H -0.96 -0.53 0.49 0.0093
H 0.47 -0.14 -0.92 -0.0357
```

## Properties
HOMO level (alpha / beta)	-11.035 / -10.187	eV
orbital gap (alpha / beta)	0.2824 / 0.2199	Eh
net charge	0

2 | C2H2N3P as an isolated structure. Source: the Open Molecules 2025 dataset; level of theory: ωB97M-V with the def2-TZVPD basis set.

The geometry in XYZ format:
```
8
Properties=species:S:1:pos:R:3:nbo_charge:R:1
P 0.24 0.70 0.31 0.5607
N -2.05 0.08 0.01 -0.6549
N -3.69 1.78 -0.56 -0.3457
N -2.20 -2.30 0.64 -0.3631
C -2.12 -1.18 0.34 0.4024
C -2.94 0.94 -0.37 0.4041
H -0.49 1.69 0.94 -0.0281
H -0.01 -0.31 1.47 0.0246
```

## Properties
HOMO level	-9.827	eV
orbital gap	0.2518	Eh
net charge	0

Which of them is most stable, and which least? Most stable: 2; least stable: 1.

1 | An isolated ion of composition C6H6N and charge +1. Source: the Open Molecules 2025 dataset; level of theory: ωB97M-V with the def2-TZVPD basis set.

The geometry in XYZ format:
```
13
Properties=species:S:1:pos:R:3:nbo_charge:R:1
N -1.99 0.06 0.16 -0.3041
C -0.07 -1.39 -0.05 -0.3501
C 3.35 0.49 -0.08 -0.2036
C -2.73 1.05 -0.05 0.1080
C 1.11 -0.68 0.04 0.1498
C -1.57 -1.13 -0.10 0.2320
C 2.14 0.00 0.18 -0.0363
H 3.64 1.49 -0.12 0.2295
H -3.31 1.29 -0.88 0.2209
H 0.02 -2.38 -0.21 0.2241
H -2.78 1.80 0.79 0.2247
H -2.02 -2.11 -0.06 0.2626
H 4.29 -0.02 -0.18 0.2426
```

## Properties
HOMO level	-13.416	eV
orbital gap	0.2689	Eh
net charge	+1
SMILES	C=C=C=CC=[N+]=C

2 | C6H6N as an isolated structure. Source: the Open Molecules 2025 dataset; level of theory: ωB97M-V with the def2-TZVPD basis set.

The geometry in XYZ format:
```
13
Properties=species:S:1:pos:R:3:nbo_charge:R:1
N -0.26 0.40 1.88 -0.6809
C -0.41 0.10 -1.43 0.0690
C 0.30 -0.54 -2.44 -0.2525
C 1.01 -1.08 -1.41 0.0620
C 0.14 -0.79 -0.24 -0.1925
C -0.85 0.88 -0.43 -0.0548
C 0.28 0.55 0.47 -0.1425
H -0.54 -1.50 0.29 0.2595
H 1.14 1.11 0.23 0.2733
H 0.41 -0.21 -3.53 0.2893
H -0.62 -0.52 1.99 0.4349
H 0.47 0.55 2.67 0.4673
H -1.08 1.04 1.95 0.4678
```

## Properties
HOMO level	-12.838	eV
orbital gap	0.3135	Eh
net charge	+1

3 | An isolated ion of composition C6H6N and charge +1. Source: the Open Molecules 2025 dataset; level of theory: ωB97M-V with the def2-TZVPD basis set.

The geometry in XYZ format:
```
13
Properties=species:S:1:pos:R:3:lowdin_charge:R:1
N 0.58 0.59 -0.07 -0.0128
C -3.15 -0.65 -0.43 0.1313
C -3.24 0.18 0.64 0.1298
C 2.77 -0.36 -0.11 -0.0446
C 1.77 0.70 0.25 -0.1046
C -1.95 -0.04 0.06 0.0510
C -0.48 0.75 -0.61 0.1324
H 2.34 -1.01 -1.03 0.1348
H 2.92 -1.21 0.59 0.0895
H -3.58 -1.25 -1.19 0.1249
H 1.98 1.55 0.88 0.1483
H -3.78 0.66 1.34 0.0936
H 3.83 0.09 -0.32 0.1264
```

## Properties
HOMO level	-13.318	eV
orbital gap	0.3056	Eh
net charge	+1
SMILES	CC=[N+]=C=C1C=C1

Which of them is most stable, and which least? Most stable: 1; least stable: 2.